DFT (ωB97M-V/def2-TZVPD) results for the molecule CH4N2O3 in a non-equilibrium geometry.

Each atom is followed by the atoms it is bonded to, with distances in Å.
Geometry (Å):
1 C -1.187 0.538 -0.063  N2 1.497, H7 1.107, H8 1.072, H9 1.033
2 N 0.287 0.358 -0.257  C1 1.497, O3 1.372, N4 1.726
3 O 0.570 -0.269 -1.444  N2 1.372, H10 0.992
4 N 0.980 -0.635 0.974  N2 1.726, O5 1.216, O6 1.191
5 O 0.860 -0.282 2.131  N4 1.216
6 O 1.634 -1.501 0.483  N4 1.191
7 H -1.497 0.059 0.886  C1 1.107
8 H -1.496 1.562 -0.129  C1 1.072
9 H -1.594 0.044 -0.873  C1 1.033
10 H 1.442 0.125 -1.708  O3 0.992

Frontier orbital gap: 0.382 Eh
Total charge: 0
Energy relative to the best compared isomer or geometry (same formula, charge and spin): 3.611 eV
M: 92.1 g/mol